{
  "formula": "C5H6N",
  "method": "ωB97M-V/def2-TZVPD",
  "symbols": ["C", "C", "C", "C", "C", "N", "H", "H", "H", "H", "H", "H"],
  "positions_angstrom": [[1.99, 0.66, -0.01], [2.16, -0.60, 0.00], [0.71, 1.22, 0.01], [0.89, -1.24, 0.00], [-1.55, 0.25, -0.01], [-0.13, 0.23, 0.00], [0.44, 2.27, 0.03], [0.63, -1.77, -0.90], [0.64, -1.75, 0.93], [-1.96, 0.50, 0.97], [-1.90, -0.75, -0.28], [-1.93, 0.97, -0.74]],
  "homo_energy_ev": [-13.6, -14.9],
  "spin_multiplicity": 3,
  "de_lowest_kcal_mol": 80.0,
  "s2": 2.03,
  "orbital_gap_ev": [7.8, 6.4],
  "e_lumo_ev": [-5.78, -8.57],
  "largest_force_ha_per_bohr": 0.137,
  "total_charge": 1
}